Computed, not measured: 2 unconnected molecules or ions with the total composition C22H28BrF9IN2O4P2S at a distorted geometry, with ωB97M-V/def2-TZVPD.

Summary:
HOMO-LUMO gap: 5.74 eV
Net charge: +1
ΔE to the lowest compared entry with this formula, charge and spin: 398.0 kcal per mole

Each line ends with the Mulliken charge.
Cartesian coordinates (Å):
N  7.45  2.98  2.74  -0.69
P  8.11  1.82  1.51  0.34
O  9.34  0.79  2.21  -0.48
C  6.56  0.81  0.97  0.02
C  5.82  -0.36  1.85  0.11
C  4.48  -1.21  1.34  0.47
C  3.81  -0.81  -0.14  0.60
C  2.45  -1.57  -0.71  -0.79
C  1.08  -1.22  0.11  -0.84
C  0.27  0.14  -0.46  1.06
F  -1.16  -0.33  -0.56  -0.28
F  0.68  0.47  -1.84  -0.23
C  0.51  1.30  0.66  0.55
F  -0.31  0.91  1.86  -0.26
F  1.93  1.37  1.18  -0.20
S  0.04  3.04  0.19  1.09
F  -1.19  2.99  1.43  -0.35
F  -1.15  2.57  -0.94  -0.27
F  1.28  3.21  -0.98  -0.24
F  1.11  3.61  1.44  -0.32
F  -0.39  4.67  -0.10  -0.29
C  4.57  0.38  -1.03  -1.03
I  3.87  1.00  -3.05  0.02
C  5.92  1.17  -0.50  0.22
P  6.76  2.51  -1.63  0.37
O  6.62  3.98  -0.67  -0.51
Br  8.94  2.00  -2.04  -0.18
C  3.90  -2.38  2.33  0.45
O  2.70  -2.97  2.26  -0.55
C  4.90  -2.97  3.54  -0.41
C  6.11  -2.27  4.05  -0.41
C  6.41  -0.77  3.37  0.23
O  7.11  0.08  4.15  -0.52
H  6.48  2.63  2.97  0.30
H  7.25  3.84  2.14  0.33
H  9.46  1.16  3.14  0.33
H  2.38  -1.43  -1.87  0.32
H  2.64  -2.73  -0.54  0.34
H  0.36  -2.16  -0.03  0.28
H  1.20  -1.08  1.27  0.45
H  7.50  4.46  -0.73  0.34
H  4.64  -4.01  4.01  0.30
H  6.79  -2.70  4.90  0.32
C  -6.90  -3.59  -0.95  -1.25
C  -7.73  -2.57  -1.70  -0.50
C  -6.98  -1.37  -2.28  -0.49
N  -6.37  -0.38  -1.25  0.53
C  -7.20  -0.26  0.02  -1.28
C  -4.91  -0.76  -0.92  -0.54
C  -4.09  -0.04  -1.98  -0.20
C  -4.77  1.30  -2.10  -0.49
C  -6.25  1.03  -1.91  -0.58
H  -6.40  -3.17  -0.08  0.30
H  -7.55  -4.40  -0.59  0.38
H  -6.15  -4.04  -1.61  0.33
H  -8.56  -2.24  -1.07  0.33
H  -8.20  -3.09  -2.55  0.42
H  -7.71  -0.79  -2.87  0.32
H  -6.18  -1.69  -2.96  0.32
H  -7.16  -1.21  0.56  0.39
H  -8.22  0.00  -0.26  0.43
H  -6.76  0.52  0.64  0.48
H  -4.68  -0.37  0.08  0.36
H  -4.79  -1.84  -0.94  0.26
H  -4.13  -0.58  -2.94  0.27
H  -3.04  0.05  -1.69  -0.01
H  -4.57  1.78  -3.07  0.37
H  -4.41  1.98  -1.32  0.27
H  -6.79  1.04  -2.86  0.25
H  -6.71  1.77  -1.24  0.34